1.
# CH4N2OS

One molecule with the formula CH4N2OS (wB97M-V/def2-TZVPD, the Open Molecules 2025 dataset).

Output
Energy above the lowest of the compared OMol25 structures with the same formula, charge and spin = 2.389 eV
Spin multiplicity = 1
LUMO energy = 0.8 eV
E_HOMO = -8.692 eV
SMILES = NC(=S)NO
E = -623.37140 hartree

XYZ file:
```
9
Properties=species:S:1:pos:R:3:forces:R:3:nbo_charge:R:1
H 1.2867 -0.4086 -2.1125 -1.34 0.41 0.48 0.407
H -0.4438 0.0219 -2.3784 0.92 -0.74 0.38 0.426
H 1.6104 -1.1222 0.2575 -0.06 0.83 0.21 0.360
O 1.2266 0.3189 1.5100 -3.15 1.96 5.09 -0.527
S -1.4431 0.1802 0.1915 0.20 0.32 -0.13 -0.270
N 1.1507 -0.1978 0.3456 1.98 -3.38 -5.51 -0.318
H 0.2123 0.4207 1.7737 2.04 -0.18 -0.11 0.468
C 0.0595 -0.1386 -0.4649 -0.68 1.00 1.36 0.247
N 0.3142 -0.3043 -1.7592 0.10 -0.22 -1.76 -0.792
```
Positions in Å, forces in eV/Å.

2.
# C25H25N3O3

One molecule with the formula C25H25N3O3 (wB97M-V/def2-TZVPD, the Open Molecules 2025 dataset).

Output
Energy above the lowest of the compared OMol25 structures with the same formula, charge and spin = 1.624 eV
Spin multiplicity = 1
LUMO energy = 0.7 eV
E_HOMO = -7.077 eV
SMILES = O=C(c1ccccc1)N1CCN(c2ccc(NCc3ccc4c(c3)OCO4)cc2)CC1
E = -1357.63946 hartree

XYZ file:
```
56
Properties=species:S:1:pos:R:3:forces:R:3:nbo_charge:R:1
C 2.3087 3.1676 1.5603 -0.03 0.21 0.05 -0.222
C 2.6498 0.7640 1.2876 0.00 -0.27 0.10 0.203
H -5.5917 -1.1305 0.8407 0.18 -0.13 -0.16 0.158
C 2.3795 -1.4096 0.2665 -0.21 -0.20 0.09 -0.244
H 4.8322 3.2369 0.9951 0.05 -0.08 -0.05 0.195
N 1.0185 -3.1195 1.3387 -0.06 -0.32 0.36 -0.599
N 3.2048 2.0502 1.3577 0.19 0.12 0.11 -0.459
H 0.1384 0.8636 0.0740 0.08 -0.12 0.08 0.228
C -1.8566 -4.7303 0.0844 0.26 0.10 -0.04 -0.213
C 1.8210 0.3339 2.3266 0.04 -0.01 -0.12 -0.244
H 0.7321 -4.8442 0.2172 -0.05 0.11 -0.18 0.199
C 2.9288 -0.1429 0.2665 -0.03 0.29 0.12 -0.266
C -1.5646 -2.3313 0.0483 -0.35 0.18 -0.03 -0.221
C -5.0414 -1.5295 -0.0264 -1.06 0.74 -0.07 0.239
H -1.4205 -5.7175 0.1109 0.08 -0.10 0.02 0.212
C -3.2447 -4.6128 0.0513 -0.42 0.29 -0.02 -0.258
O -3.7033 -1.0861 0.0198 0.49 -0.07 0.02 -0.486
H 0.6217 -1.2301 3.1364 -0.07 -0.03 0.07 0.206
O 2.0390 1.5411 -2.5098 -0.06 -0.22 -0.17 -0.617
C 3.8548 2.8406 -0.9110 0.13 -0.17 -0.21 -0.250
O -5.0718 -2.9391 0.0037 0.20 -0.46 0.04 -0.478
C -1.8327 1.6395 -0.2702 -0.02 -0.02 0.05 -0.141
H -2.3088 0.9685 0.4280 -0.03 -0.05 0.06 0.214
C -2.9310 -2.2194 0.0296 -0.16 -0.49 0.00 0.234
C -1.0240 -3.6226 0.0776 0.02 -0.26 0.00 -0.050
C -0.4653 1.5745 -0.4721 0.11 0.08 -0.04 -0.234
H 3.5694 0.1303 -0.5554 0.05 0.10 -0.13 0.221
H -3.6623 2.5993 -0.8220 -0.09 0.01 0.01 0.211
C 1.2634 -0.9267 2.3199 -0.09 -0.05 -0.12 -0.247
C 0.4760 -3.7803 0.1660 -0.09 -0.12 -0.04 -0.229
C -0.6239 3.3361 -2.1012 0.14 -0.04 0.04 -0.194
H 4.3595 3.7649 -1.2141 0.00 -0.07 0.00 0.193
N 2.4248 3.0569 -0.8858 0.21 0.16 0.02 -0.432
C 0.1440 2.4270 -1.3852 -0.23 -0.18 -0.13 -0.123
C -1.9909 3.4006 -1.8928 -0.04 0.06 -0.04 -0.208
H 2.7755 3.8778 2.2537 -0.13 0.00 -0.01 0.191
H 4.0488 2.0743 -1.6631 0.03 0.13 0.09 0.244
H -5.5174 -1.1694 -0.9535 0.17 -0.13 0.17 0.157
C 1.6120 2.2882 -1.6497 -0.06 0.11 -0.09 0.684
C 1.5222 -1.8260 1.2838 0.29 0.24 -0.01 0.141
H -0.1485 3.9875 -2.8202 0.04 0.06 -0.08 0.217
H 1.6149 0.9950 3.1555 0.02 0.05 0.08 0.212
H 2.6281 -2.0809 -0.5411 0.05 -0.08 -0.06 0.214
C -3.7613 -3.3417 0.0267 0.41 0.25 -0.01 0.235
C 1.9953 3.8819 0.2142 -0.14 0.12 0.23 -0.241
H -2.5853 4.1104 -2.4494 -0.05 0.05 -0.04 0.214
H -3.8869 -5.4771 0.0502 -0.09 -0.12 0.01 0.228
C -2.5947 2.5534 -0.9790 -0.08 0.00 0.02 -0.234
H -0.9311 -1.4598 0.0400 0.11 0.16 0.01 0.227
H 0.9289 4.0884 0.1258 0.14 0.07 0.03 0.233
H 2.5406 4.8306 0.1518 -0.09 -0.02 0.00 0.192
H 5.0042 1.5630 0.4521 0.04 0.08 -0.01 0.219
H 0.9452 -3.3573 -0.7237 0.04 -0.10 0.05 0.213
H 0.4394 -3.2738 2.1550 0.07 0.04 -0.13 0.372
C 4.3138 2.4048 0.5051 0.02 0.04 0.06 -0.231
H 1.3839 2.8064 2.0073 0.06 0.05 0.00 0.214
```
Positions in Å, forces in eV/Å.

3.
# C33H41N3O2PPr

C33H41N3O2PPr as an isolated structure (wB97M-V/def2-TZVPD, the Open Molecules 2025 dataset).

Output
Energy above the lowest of the compared OMol25 structures with the same formula, charge and spin = 1.504 eV
Spin multiplicity = 3
LUMO energy (alpha / beta) = 0.2 / 0.2 eV
E_HOMO (alpha / beta) = -6.142 / -6.134 eV
E = -2455.00589 hartree
<S²> = 2.007

XYZ file:
```
81
Properties=species:S:1:pos:R:3:forces:R:3:lowdin_charge:R:1
C 0.4190 17.1495 11.7826 0.52 0.21 -0.35 -0.356
C 2.1968 17.2646 7.6763 -0.52 -0.26 -0.34 -0.079
C 0.3700 12.5296 5.4604 -1.76 -0.25 1.30 -0.260
H 1.1761 9.4293 13.7193 -1.36 -0.83 0.32 0.084
H 0.0692 12.0568 9.7529 -0.47 0.12 0.15 0.079
C 4.1689 16.2843 6.6250 -0.37 1.39 0.21 -0.039
H -1.6921 8.1483 7.2248 -0.20 -0.37 -0.02 0.096
O 4.5339 12.8534 8.9195 -1.27 0.11 -0.01 -0.230
H 5.3937 14.8413 13.6721 0.95 0.21 0.67 0.053
C 2.0394 10.4328 12.0652 3.11 0.30 1.14 0.025
H 3.2381 11.5038 6.3076 1.04 0.27 -1.02 0.027
H 5.5106 18.9127 12.3649 -1.21 -0.25 -0.30 0.125
H -1.3276 16.8031 10.4007 0.39 0.39 0.44 0.084
H 6.3735 16.6620 12.3288 -0.86 0.10 0.32 0.132
C 1.9513 15.9246 5.6923 -1.67 -1.77 -1.33 -0.137
H -0.1540 18.0307 12.1130 0.14 -0.34 0.18 0.122
H -0.7484 15.7431 12.8501 -0.04 -0.46 0.14 0.076
C 4.4239 10.3275 13.8470 -2.17 0.64 -2.22 -0.051
O 2.2958 12.3502 10.2365 -1.22 1.75 -1.45 -0.300
C -0.0702 11.0577 7.8767 0.13 -0.57 -0.24 -0.371
C 3.2937 15.7355 5.6988 2.71 -1.02 -1.27 -0.123
H 0.1786 17.2770 9.5669 -0.39 -0.46 0.93 0.069
H 1.7345 17.9402 8.4145 0.45 -0.46 -0.36 0.116
C 5.9536 15.7827 10.5161 0.79 -0.72 -1.76 -0.107
C 3.4342 19.5213 12.0921 -1.60 -2.13 0.60 -0.095
H 1.1843 12.7335 4.8416 1.19 -0.01 -1.55 0.004
C 3.1621 9.8451 14.1629 -0.30 -0.57 0.64 -0.102
H 2.1522 10.0560 6.4090 0.09 -0.05 -0.37 0.048
C 4.4964 10.9558 12.5655 -2.17 -0.44 1.46 0.008
C -1.3825 9.0112 7.7817 0.46 0.28 0.36 -0.072
C 3.5931 17.1422 7.6120 1.24 0.82 0.18 -0.257
H 5.1077 18.6736 7.5729 -0.46 -0.44 0.97 0.099
H 1.2598 19.6555 12.1248 0.01 -0.21 0.24 0.097
H -0.0964 15.6699 10.2657 0.54 -0.87 -0.12 0.038
H 0.2553 16.7416 6.7483 1.16 -0.08 0.10 0.131
H -1.7123 10.6119 10.7273 -0.25 -0.06 1.32 0.089
C 3.2936 11.0792 11.7933 2.32 -0.56 -0.82 -0.099
H -0.2694 11.6640 5.1799 0.57 0.77 -0.36 0.045
H -0.1527 9.8063 6.1795 0.08 -0.52 -0.87 0.078
C 2.9959 16.7937 11.4247 0.16 -0.13 -0.59 -0.273
C 4.5308 18.1296 8.3759 0.42 -0.67 -0.51 -0.014
H 4.0383 18.8476 9.0266 -0.55 0.07 -0.29 0.071
H 0.9106 15.1656 12.3583 -0.42 0.15 0.35 0.075
C 2.4753 10.9994 6.8314 -1.08 0.21 -0.02 -0.233
H 5.3854 11.4851 12.3146 0.35 0.28 -0.60 0.090
N 3.4612 11.9178 10.5772 -0.12 -1.99 0.79 -0.223
C 5.4392 16.2523 11.8882 0.65 -2.02 0.31 -0.298
C -0.5002 9.9034 7.1746 -0.69 1.30 1.78 -0.093
H 5.2375 17.6438 9.0876 -0.48 0.03 -0.95 0.053
H -0.2287 13.4695 5.4962 0.22 -0.81 0.14 0.047
H 5.2613 16.2966 6.3755 -1.10 -0.25 0.78 0.142
C 2.0545 9.8105 13.3061 1.32 1.15 -0.24 -0.081
N 4.5263 12.0003 9.8629 0.58 -0.33 1.66 -0.009
H 1.3764 15.4026 4.8640 0.48 0.98 1.23 0.128
C -1.3285 10.3787 9.7768 -0.08 -0.47 -0.93 -0.084
P 1.1209 12.1974 7.0989 -0.24 0.15 0.67 0.899
C 4.9644 14.9641 12.7027 0.15 0.08 -0.83 -0.044
H 3.6764 20.5504 12.2340 -0.24 0.53 0.17 0.073
N 2.8144 15.6579 10.6518 0.06 0.53 0.64 -0.246
C 1.3668 16.6071 6.7217 -0.93 1.30 1.26 -0.093
C 2.1007 18.9648 12.0711 1.93 1.32 -1.03 -0.048
Pr 2.5123 14.4220 9.0984 0.31 0.51 -0.04 0.972
C -0.2249 16.7165 10.4563 -0.19 0.89 -1.22 -0.073
H 5.2130 15.3828 9.8128 -0.49 1.01 0.15 0.033
H 1.1946 10.3280 11.4318 -0.36 0.54 -0.64 0.089
C -0.4368 11.2737 9.2028 -0.06 -0.63 -0.90 -0.101
H -2.3571 8.5213 9.7067 -0.22 0.11 -0.58 0.104
C 0.3092 15.9924 12.7805 -0.43 -0.15 -1.65 -0.062
H 0.6714 16.2355 13.7382 0.51 0.40 1.21 0.063
H 3.9136 15.0048 12.9423 -0.46 0.06 -0.39 0.057
C 4.4567 18.5724 12.1281 2.03 1.78 0.43 -0.104
H 5.1513 14.0217 12.1484 -0.10 0.58 0.17 0.059
H 5.1698 10.3299 14.5998 0.88 0.03 0.16 0.092
H 6.6123 14.9026 10.3568 0.08 0.02 1.72 0.085
H 2.9571 9.4675 15.1610 0.30 -0.10 -0.03 0.101
C -1.7940 9.2333 9.1049 0.81 0.77 0.15 -0.065
H 6.6128 16.5115 10.0242 -0.63 0.40 0.00 0.070
H 3.7727 15.1843 4.8624 -0.51 0.28 0.56 0.124
C 4.3085 17.2517 11.8581 -1.45 -1.56 -1.16 -0.189
C 1.8823 17.6362 11.7163 -0.29 0.26 0.37 -0.166
H 2.8792 10.8170 7.7974 0.28 -0.26 0.99 0.021
```
Positions in Å, forces in eV/Å.

4.
# C6H14N2O

A 2-piece molecular cluster, C6H14N2O overall (wB97M-V/def2-TZVPD, the Open Molecules 2025 dataset).

Output
Energy above the lowest of the compared OMol25 structures with the same formula, charge and spin = 1.367 eV
Spin multiplicity = 1
LUMO energy = 0.9 eV
E_HOMO = -8.869 eV
SMILES = [H]/N=C(/C)NC.CC(C)=O
E = -421.75002 hartree

XYZ file:
```
23
Properties=species:S:1:pos:R:3:forces:R:3:nbo_charge:R:1
H -0.3578 1.4947 -1.4465 -0.13 0.04 -0.10 0.243
H -0.4632 -0.2808 -1.5031 0.18 -0.10 0.00 0.229
H 3.6525 0.2942 -0.9847 0.07 -0.16 0.15 0.239
O 1.7665 -1.7536 -0.0640 -0.69 0.23 -0.09 -0.550
C -1.2179 0.6325 0.2788 -1.00 -0.26 0.30 0.471
N -1.9352 -0.4388 0.7729 0.08 0.19 0.34 -0.620
H -3.2096 -2.0736 0.6315 0.14 -0.02 -0.02 0.213
H -3.5073 -0.8481 -0.5990 0.00 0.01 0.02 0.181
H -1.0949 1.5645 1.9682 -0.07 -0.25 -0.05 0.330
N -0.8152 1.6084 0.9897 0.19 0.60 -0.13 -0.751
C 2.5788 0.2118 -1.1442 -0.72 0.04 -0.36 -0.727
H 1.9535 -0.4644 2.1709 -0.01 -0.04 0.02 0.224
H 1.1287 0.9178 1.3899 0.15 -0.21 -0.07 0.270
H 2.3928 -0.2843 -2.0940 0.03 0.02 -0.06 0.227
C -2.7241 -1.3524 -0.0234 0.16 0.08 -0.30 -0.410
C 1.9562 -0.5623 -0.0051 2.00 0.48 1.39 0.611
C 1.9796 0.2311 1.3362 -0.60 -0.54 -0.66 -0.751
H -1.9102 0.6330 -1.7436 -0.08 0.25 -0.04 0.228
C -0.9688 0.6332 -1.1977 0.19 -0.31 0.07 -0.688
H -2.0702 -1.8792 -0.7190 -0.15 -0.17 0.00 0.204
H 2.8615 0.8634 1.3919 0.26 -0.11 -0.12 0.218
H 2.1904 1.2267 -1.1551 -0.05 0.16 -0.12 0.224
H -2.1862 -0.3738 1.7492 0.07 0.06 -0.18 0.384
```
Positions in Å, forces in eV/Å.

5.
# C3H2ClNO2

One molecule with the formula C3H2ClNO2 (wB97M-V/def2-TZVPD, the Open Molecules 2025 dataset).

Output
Energy above the lowest of the compared OMol25 structures with the same formula, charge and spin = 1.926 eV
Spin multiplicity = 1
LUMO energy = 0.6 eV
E_HOMO = -9.904 eV
SMILES = Oc1coc(Cl)n1
E = -780.88045 hartree

XYZ file:
```
9
Properties=species:S:1:pos:R:3:forces:R:3:nbo_charge:R:1
Cl 1.9868 -2.3296 -0.8963 -0.98 1.98 1.12 0.020
C -1.0295 -0.2460 0.3681 -3.98 -6.22 -0.29 -0.025
N 1.1380 0.2446 -0.0738 -2.26 0.08 -1.25 -0.496
H -2.0856 -0.5127 0.6161 1.21 1.00 -0.30 0.237
H 0.2692 2.4747 0.0287 2.29 1.64 -0.20 0.482
O -0.3480 -1.4974 -0.0012 1.54 2.79 0.63 -0.444
C 0.9341 -1.0117 -0.2367 -0.92 -1.72 -0.33 0.517
C -0.2752 0.7313 0.0919 3.90 5.02 0.40 0.352
O -0.5897 2.1467 0.1031 -0.80 -4.57 0.23 -0.645
```
Positions in Å, forces in eV/Å.

6.
# H2S3

H2S3 as an isolated structure (wB97M-V/def2-TZVPD, the Open Molecules 2025 dataset).

Output
Energy above the lowest of the compared OMol25 structures with the same formula, charge and spin = 7.476 eV
Spin multiplicity = 1
LUMO energy = -3.7 eV
E_HOMO = -9.563 eV
E = -1195.48198 hartree

XYZ file:
```
5
Properties=species:S:1:pos:R:3:forces:R:3:nbo_charge:R:1
S 0.4591 0.6810 -2.3222 -0.39 -2.67 4.89 -0.170
H -0.2616 0.2743 2.9207 1.26 -1.76 -0.87 0.162
S -0.9843 0.1810 -0.1405 2.76 -0.45 -0.48 -0.055
S 0.4734 -0.8391 2.3304 -2.31 2.66 -1.25 -0.156
H 1.0903 -0.6411 -0.8034 -1.32 2.23 -2.29 0.219
```
Positions in Å, forces in eV/Å.